Here is the ion C4H6N3 with charge +1 at a distorted geometry from the Open Molecules 2025 dataset. Energies are from the ωB97M-V functional and the def2-TZVPD basis.

Its SMILES is C=NC(N=C)=[N+]=C. As for the charge: +1. Its spin multiplicity is 1. The calculation puts the orbital gap at 8.91 eV. The relative energy (zero: lowest compared OMol25 entry of this formula, charge and spin) comes out at 102.6 kcal/mol. As for the lowest unoccupied orbital energy: -0.209 hartree. The highest occupied orbital energy is -14.590 eV. As for the energy: -8704.057 eV.

Element x y z (Å)
C (-2.020838, 1.063246, 0.096273)
N (-0.813716, 0.833113, 0.352705)
C (0.318252, 0.404670, -0.042518)
N (1.513467, 0.864575, 0.144910)
C (2.688973, 0.697284, -0.264506)
N (0.228351, -1.298619, -0.238731)
C (-0.705507, -1.883404, 0.331180)
H (-2.509655, 0.839483, -0.876009)
H (-2.637384, 1.546907, 0.728192)
H (3.624496, 0.854248, 0.216571)
H (2.724919, 0.439893, -1.281901)
H (-1.551698, -1.450748, 0.874361)
H (-0.859661, -2.910649, -0.040527)

Atoms 1-6, force components in eV/Å:
C 1.2156 -1.5327 -3.4363
N -0.6552 2.2111 -0.2275
C 0.0455 -5.0176 1.2594
N -0.2704 0.0851 1.1590
C -1.1078 -0.0100 -1.5121
N 1.8802 3.6777 -0.0911

These are the Mulliken partial charges, in e, on atoms 1 to 5:
1. C -0.20
2. N -0.19
3. C 0.42
4. N -0.15
5. C -0.06